# C24H25BrN5NiO3

A structure of composition C24H25BrN5NiO3 (wB97M-V/def2-TZVPD, the Open Molecules 2025 dataset).

Last column: natural (NBO) charge in e.
Positions of all 59 atoms, in Å:
Ni 8.7077 -14.2135 2.1530  1.5032
C 9.6555 -14.4298 7.8614  -0.1445
C 10.3822 -14.6645 6.6809  -0.2119
C 9.7692 -14.6087 5.4139  -0.1863
C 8.4742 -14.2001 5.2880  0.0645
C 7.6873 -13.9328 6.5036  -0.1969
C 8.2522 -14.0495 7.7474  -0.2056
N 7.8817 -13.8953 4.0207  -0.2111
N 6.7431 -13.3706 4.0732  -0.1352
C 6.1859 -12.9208 2.8578  0.2770
C 4.9621 -12.2893 2.8855  -0.1970
C 4.3661 -11.9825 1.6683  -0.1402
C 4.9987 -12.1858 0.4620  -0.2313
C 6.2328 -12.8321 0.4923  0.0669
N 6.7964 -13.2673 1.6421  -0.5132
H 10.2203 -14.3889 8.7531  0.2260
H 11.4052 -14.9763 6.8456  0.2298
H 10.3370 -14.7310 4.5296  0.2378
H 6.6762 -13.5222 6.3548  0.2447
H 7.6663 -13.7890 8.6836  0.2382
H 4.5217 -12.1031 3.8354  0.2472
H 3.4036 -11.4841 1.7394  0.2394
H 4.6269 -11.7798 -0.5166  0.2548
H 6.9575 -12.9547 -0.2726  0.2240
Br 10.3430 -9.6013 2.3150  0.1187
C 11.9101 -10.6233 2.2512  -0.0380
C 13.1489 -9.9406 2.4030  -0.2393
C 14.3597 -10.6257 2.4358  -0.1544
C 14.3450 -12.0365 2.3052  -0.2309
C 13.1846 -12.6906 2.0992  -0.1378
C 11.9195 -12.0212 2.0637  -0.2279
C 10.6851 -12.8658 1.9344  0.7801
O 9.5144 -12.4596 1.5369  -0.7671
O 10.7739 -14.1275 2.1674  -0.7892
H 13.1218 -8.8837 2.5070  0.2334
H 15.3154 -10.1270 2.5718  0.2321
H 15.1770 -12.6988 2.2346  0.2259
H 13.2517 -13.7488 1.7637  0.2322
C 10.6078 -17.5899 2.4429  -0.3946
N 9.7211 -17.7928 1.3061  -0.4085
C 10.0874 -18.8608 0.3742  -0.2036
C 9.6514 -18.5359 -1.0265  -0.4276
C 8.1853 -18.2341 -1.0362  -0.2051
N 7.8413 -17.2329 -0.0061  -0.4300
C 6.5237 -16.6130 -0.0967  -0.4068
C 8.6260 -17.0244 1.1125  0.8212
O 8.3077 -16.0934 1.9042  -0.8353
H 10.1877 -16.8076 3.0297  0.2321
H 11.6031 -17.3523 2.0591  0.2050
H 10.6890 -18.5213 2.9703  0.2050
H 9.6294 -19.7792 0.6915  0.2007
H 11.1905 -18.9186 0.3961  0.2177
H 9.8942 -19.4111 -1.7051  0.2439
H 10.2435 -17.6871 -1.2737  0.2182
H 7.5501 -19.1403 -0.8206  0.1935
H 7.7700 -17.8325 -1.9326  0.2185
H 6.0118 -16.5450 0.8590  0.2241
H 5.8999 -17.2705 -0.6766  0.2161
H 6.5950 -15.5533 -0.4806  0.1974

Summary:
HOMO-LUMO gap (spin up / spin down)   6.9 / 6.9 eV
Expectation value of S²   2.005
Multiplicity   3
Net charge   +1
Highest occupied orbital energy (spin up / spin down)   -11.17 / -11.17 eV
Molar mass   570.1 g mol⁻¹
LUMO energy (spin up / spin down)   -4.26 / -4.23 eV